Entry from OMol25: a structure of composition C5H5AgO7 (ωB97M-V/def2-TZVPD).

highest occupied orbital energy: -8.9 eV
charge: 0
molecular weight: 284.96 g mol⁻¹
HOMO-LUMO gap: 0.23496 Ha
E_tot: -23595.2981 eV

Each line ends with the natural charge from an NBO analysis.
Cartesian coordinates (Å):
O  -3.6139  -1.8324  -0.4375  -0.8119
C  -2.8744  -0.9207  0.0046  0.9588
O  -3.2773  0.2418  0.2484  -0.8137
O  -1.5793  -1.2391  0.1839  -0.5273
O  1.5945  0.0357  1.3896  -0.5084
C  0.6551  -0.8757  0.8300  -0.0807
C  -0.7065  -0.2262  0.6576  -0.0846
H  0.5962  -1.7079  1.5403  0.1966
H  1.0394  -1.2465  -0.1276  0.2087
H  -0.6565  0.5985  -0.0669  0.1970
H  -1.0619  0.1665  1.6199  0.1895
Ag  -6.0097  -0.5277  -0.5197  0.9096
O  2.5933  1.9874  1.3451  -0.6692
C  2.2052  0.9481  0.6425  0.9602
O  2.2785  0.9061  -0.6401  -0.6251
C  2.6563  0.9323  -3.6425  0.5253
O  2.7032  1.1482  -4.7507  -0.5232
H  3.4578  1.6114  1.7231  0.4984